DFT (ωB97M-V/def2-TZVPD) results for the molecule C2H5OP.

```
9
Properties=species:S:1:pos:R:3:forces:R:3
P -0.124 3.346 -0.384 -1.7 1.9 -0.2
O 0.708 2.048 -0.309 0.7 -2.8 0.3
C 0.445 0.621 -0.519 0.2 -1.0 -2.7
C -0.279 -0.182 0.566 -1.7 1.2 -0.3
H -0.546 -1.165 0.066 0.8 0.8 1.3
H 0.096 -0.122 1.600 0.5 -0.8 -0.6
H -1.295 0.308 0.708 0.9 -0.4 -0.4
H 1.497 0.364 -0.818 -1.1 -0.7 0.8
H -0.204 0.287 -1.492 1.4 1.9 1.8
```
Positions in Å, forces in eV/Å.

The value obtained for the energy above the lowest of the compared OMol25 structures with the same formula, charge and spin is 2.729 eV. For the HOMO-LUMO gap (spin up / spin down), the calculation gives 6.9 / 7.0 eV. Its HOMO energy (spin up / spin down) is -0.2663 / -0.2661 Eh. As for the total charge: 0.

natural (NBO) population analysis, charges in e, atoms 1 to 2: P 0.495; O -0.831

***

DFT (ωB97M-V/def2-TZVPD) results for a structure of composition C5H10O.

```
16
Properties=species:S:1:pos:R:3:forces:R:3
O -1.800 0.056 0.924 -0.2 -0.1 0.0
C 1.618 0.483 0.535 0.1 -0.2 0.1
C -1.053 0.085 -0.233 0.3 -0.1 -0.1
C -0.353 1.335 -0.413 -0.2 0.1 -0.1
C -0.530 -1.089 -0.764 -0.2 0.0 -0.1
C 1.208 -0.832 0.629 0.2 0.1 0.1
H -1.567 0.965 -1.028 0.0 0.1 -0.1
H 1.736 -1.632 0.120 -0.1 0.2 0.0
H 0.641 -1.133 1.507 0.1 0.0 -0.2
H 0.168 1.529 -1.341 0.0 -0.1 0.2
H -0.005 -1.030 -1.714 0.0 0.0 0.2
H 1.476 1.170 1.363 -0.1 -0.1 -0.1
H -1.065 -2.024 -0.598 0.1 0.1 0.1
H -2.242 -0.802 0.957 0.0 0.1 0.1
H -0.641 2.169 0.220 0.1 -0.1 -0.1
H 2.409 0.750 -0.165 -0.2 0.0 0.1
```
Positions in Å, forces in eV/Å.

The value obtained for the energy above the lowest of the compared OMol25 structures with the same formula, charge and spin is 5.175 eV. For the HOMO-LUMO gap, the calculation gives 8.4 eV. Its HOMO energy is -0.2776 Eh. As for the total charge: 0.

natural (NBO) population analysis, charges in e, atoms 1 to 2: O -0.686; C -0.521

***

DFT (ωB97M-V/def2-TZVPD) results for a structure of composition C23H37IrO2.

```
63
Properties=species:S:1:pos:R:3:forces:R:3
Ir 0.084 0.230 0.444 -2.8 0.0 -1.0
O 0.228 -3.002 -7.373 -0.2 -0.8 -0.8
O -0.472 -0.901 -2.033 -0.2 -0.6 -1.1
C 1.505 1.304 -1.149 0.7 0.3 -0.2
C 1.021 -3.411 -8.530 0.1 -0.6 -0.9
C -1.475 -2.092 -3.811 0.2 0.4 -0.4
C 0.567 -1.263 -2.959 0.2 0.6 0.3
C -2.143 0.360 0.529 -2.0 -0.2 -0.2
C -3.226 1.327 1.010 -0.3 -0.2 -0.5
C -0.016 -4.504 -8.974 0.2 0.9 0.9
C 0.213 1.811 -1.432 -0.2 0.9 -0.6
C -1.684 -1.565 -2.413 -0.2 0.1 0.8
C 1.232 -0.760 1.839 0.5 -2.3 0.7
C 1.684 -1.514 0.666 0.1 -0.5 1.2
C -4.478 1.374 0.135 -0.2 0.4 0.0
C -0.561 -2.004 0.970 0.9 -1.1 0.7
C -0.158 -1.117 2.056 0.9 -1.7 0.2
C -0.352 2.323 -0.227 0.5 1.4 -0.3
C 0.599 -2.306 0.194 -0.5 -0.2 0.8
C 1.177 -2.307 -9.561 0.1 0.2 0.2
C 2.363 -3.992 -8.126 0.0 0.2 0.1
C 0.618 2.169 0.847 0.9 1.3 -0.8
C -3.621 0.812 2.408 -0.1 0.2 -0.1
C 1.783 1.520 0.240 0.6 1.7 -0.1
C 0.025 -2.389 -3.810 0.0 -0.6 0.1
C -0.781 -3.985 -7.737 -0.2 -0.3 -0.1
H -4.932 0.382 0.012 0.2 0.1 0.1
H -4.001 -0.212 2.320 0.0 0.1 0.0
H 2.238 -4.813 -7.408 0.0 0.2 -0.1
H -0.903 -4.752 -6.963 -0.2 0.3 0.0
H 0.203 -1.915 -9.882 0.2 -0.1 0.1
H -2.786 2.327 1.072 -0.3 0.1 0.3
H 1.811 -0.123 2.505 0.0 -0.4 -0.2
H 1.773 -1.492 -9.133 -0.1 0.0 -0.2
H 0.807 -0.368 -3.553 0.0 -0.2 0.0
H -1.698 0.201 1.527 0.5 -0.4 -0.2
H -0.277 1.785 -2.413 0.2 0.0 0.7
H -4.281 1.783 -0.860 0.1 -0.1 0.0
H 2.971 -3.201 -7.669 0.0 -0.2 0.0
H 2.697 -1.510 0.273 -0.3 0.1 0.1
H 1.704 -2.702 -10.442 -0.1 0.1 0.2
H 0.345 -5.534 -8.876 -0.1 0.3 -0.2
H -0.768 -0.744 2.870 0.2 -0.3 0.0
H -2.097 -2.955 -4.043 0.0 0.0 0.0
H -1.563 -2.397 0.808 0.4 0.1 0.1
H 2.885 -4.372 -9.015 -0.1 0.1 0.2
H -5.239 2.016 0.604 0.1 -0.1 -0.1
H 2.175 0.819 -1.872 -0.4 0.3 0.5
H 0.457 -2.435 -4.814 0.0 0.0 0.2
H -1.344 2.764 -0.133 0.6 -0.1 -0.1
H 2.712 1.258 0.752 -0.4 0.2 -0.2
H 0.635 -3.044 -0.599 0.0 0.3 0.0
H -2.749 0.780 3.061 0.0 0.1 0.2
H 0.212 -3.341 -3.283 -0.1 0.2 -0.3
H -0.513 -4.300 -9.929 0.2 -0.2 0.2
H -2.505 -0.840 -2.319 0.2 -0.2 -0.1
H 1.465 -1.528 -2.381 -0.2 0.0 -0.2
H -4.388 1.421 2.885 -0.1 0.1 0.0
H -1.736 -3.514 -8.000 0.1 0.0 0.4
H 0.512 2.466 1.886 0.1 0.3 -0.3
H -1.866 -2.383 -1.693 0.0 0.1 -0.2
H -2.628 -0.553 0.158 0.2 0.0 0.3
H -1.680 -1.283 -4.528 0.0 -0.3 0.0
```
Positions in Å, forces in eV/Å.

Its spin multiplicity is 5. For the HOMO-LUMO gap (spin up / spin down), the calculation gives 5.4 / 6.3 eV. Its HOMO energy (spin up / spin down) is -0.1746 / -0.2667 Eh. As for the total charge: 0.

natural (NBO) population analysis, charges in e, atoms 1 to 2: Ir 0.938; O -0.550

***

DFT (ωB97M-V/def2-TZVPD) results for a cluster of 11 separate species, C21H60N22O15S2Si in total.

```
121
Properties=species:S:1:pos:R:3:forces:R:3
S -1.228 1.804 0.906 -0.4 1.4 -1.4
S 1.994 2.894 -3.756 -1.5 3.6 2.7
Si 4.154 0.716 -0.931 1.4 -0.2 1.8
O -6.160 3.055 3.747 -0.2 -0.1 0.0
O 3.528 0.915 -9.543 0.0 0.1 0.1
O -7.249 -4.836 0.432 0.2 -0.2 -0.2
O 7.627 -3.955 3.404 0.0 0.0 0.0
O -8.603 2.964 7.167 -0.2 0.1 0.0
O 7.784 1.092 1.698 -0.1 0.0 0.0
O 0.884 3.501 -2.921 2.2 -2.8 -2.5
O 3.147 2.574 -2.548 -1.6 -0.8 -2.8
O -4.455 -6.279 -4.372 0.0 -0.1 0.1
O 2.389 3.864 -4.820 0.0 -4.0 1.9
O 1.811 1.276 -4.191 0.3 2.8 -0.1
O -0.495 4.325 -0.366 -1.5 0.5 -0.9
O -9.318 -1.442 1.613 -0.1 -0.1 -0.1
O 9.038 0.428 -3.079 0.1 0.1 0.0
O 2.037 -0.337 2.090 -0.1 -0.1 0.1
N 10.261 1.862 -1.828 0.3 -0.1 0.6
N 6.294 -5.461 2.363 -0.2 -0.6 0.3
N 9.742 2.373 -3.995 -0.1 0.3 -0.7
N -5.256 3.043 1.669 -0.3 -0.1 -0.4
N -10.511 4.084 6.687 -0.7 0.1 0.5
N 6.717 -3.433 1.398 0.1 0.5 -0.3
N 7.006 0.884 3.813 -0.4 0.5 0.4
N -8.606 -6.606 0.839 0.3 -0.8 -0.1
N -8.837 3.936 5.137 0.4 -0.1 -0.4
N -5.645 -5.345 -2.688 -0.3 0.5 0.1
N -8.111 0.004 2.866 0.2 -0.1 0.5
N 0.875 0.617 3.782 -0.3 0.6 0.0
N -2.528 5.094 -1.215 6.0 -0.5 1.3
N 1.683 -1.510 3.993 0.2 -0.6 0.1
N 3.588 2.721 -8.179 0.3 0.7 0.0
N -9.368 -4.473 1.137 0.0 0.5 -0.1
N -2.699 3.917 -0.559 2.4 -2.4 1.9
N -8.606 0.501 0.695 -0.2 0.2 -0.7
N -3.942 2.677 3.498 0.3 -0.1 0.6
N 2.458 0.839 -7.550 -0.4 -0.5 0.4
N 8.180 -0.819 2.843 0.2 -0.5 -0.2
N -4.823 -7.466 -2.479 0.2 -0.8 0.2
C 5.849 1.024 -1.762 0.4 0.2 -0.4
C -1.119 5.353 -1.107 -3.7 -2.6 0.9
C 6.924 -4.263 2.449 0.2 0.2 0.1
C 1.927 0.376 -3.009 -0.7 1.1 -0.8
C -8.338 -5.275 0.780 -0.2 0.4 0.1
C 2.638 1.334 -1.937 -0.6 -0.2 1.3
C -4.943 -6.357 -3.253 0.1 0.3 -0.4
C 7.665 0.429 2.718 0.1 0.1 -0.3
C 3.212 1.456 -8.494 0.2 -0.1 -0.5
C -1.568 0.369 -0.271 -0.6 -1.1 -0.2
C -9.272 3.618 6.381 0.4 -0.2 0.1
C 0.379 -0.022 -2.761 0.9 -0.8 0.0
C 0.175 -1.161 -1.653 -0.4 -0.1 0.2
C 1.563 -0.406 3.215 0.1 0.0 -0.2
C -5.182 2.933 3.018 0.0 0.1 -0.1
C -8.717 -0.381 1.719 0.1 -0.1 0.2
C 9.640 1.485 -2.974 -0.2 -0.4 0.1
C -0.318 -0.636 -0.225 0.2 0.2 0.2
C 4.153 1.741 0.717 -0.6 0.8 -0.2
C -1.494 3.363 -0.013 -2.7 4.1 -3.3
C 4.083 -1.124 -0.404 0.3 -1.0 0.3
H 10.231 3.247 -3.930 0.0 -0.1 0.0
H 9.294 2.128 -4.863 0.1 0.0 0.2
H -0.595 6.250 -1.558 -0.4 -1.6 1.0
H 2.158 -0.102 -7.745 0.1 0.2 0.0
H 1.887 1.696 -1.158 0.5 -0.7 -1.1
H 4.838 -1.749 -1.001 -1.2 0.8 0.6
H -9.490 -6.986 1.122 0.1 0.1 0.0
H -7.864 -7.235 0.582 -0.2 0.1 0.1
H -8.171 -0.625 3.650 0.0 0.1 -0.1
H 6.424 -6.105 3.125 0.0 0.1 -0.1
H 6.145 -3.665 0.606 0.0 0.0 0.1
H -4.308 -8.240 -2.863 -0.1 0.1 0.1
H 3.338 3.183 -7.322 0.0 -0.1 0.0
H -9.371 4.471 4.478 0.0 0.0 0.1
H -10.267 -4.813 1.425 0.1 0.0 0.0
H 3.055 -1.609 -0.462 1.3 0.5 0.2
H -2.484 -0.195 0.141 1.3 1.2 -0.5
H 2.188 1.267 -6.683 0.0 0.0 0.0
H -3.844 2.590 4.496 -0.1 0.0 -0.2
H 5.714 -5.733 1.590 0.1 0.1 0.0
H -6.055 -5.390 -1.769 0.0 0.1 0.0
H -0.163 0.955 -2.552 0.7 -1.3 -0.1
H 0.478 0.581 4.703 0.1 0.0 -0.1
H 6.896 0.355 4.659 0.0 0.0 -0.1
H 4.059 2.844 0.394 0.3 -1.4 0.6
H 1.138 -1.777 -1.513 -1.4 1.0 -0.2
H -3.131 2.573 2.916 0.0 0.0 -0.1
H -6.161 3.234 1.274 0.2 0.1 0.0
H 2.599 -0.444 -3.430 -1.0 0.9 0.9
H -0.041 -0.451 -3.744 0.9 0.9 1.4
H -0.610 -1.904 -2.038 1.1 1.1 0.5
H 5.133 1.592 1.293 -1.4 0.2 -0.8
H -9.044 0.250 -0.176 0.1 0.1 0.1
H 10.207 1.229 -1.047 -0.1 0.2 -0.1
H 1.302 -1.587 4.918 0.0 0.0 -0.1
H 4.149 3.214 -8.854 -0.1 -0.1 0.1
H 10.760 2.726 -1.721 -0.1 -0.1 0.0
H 8.093 -1.382 3.671 0.0 -0.2 -0.1
H 2.188 -2.291 3.606 -0.1 0.1 0.1
H 3.227 1.515 1.358 1.5 0.2 -0.8
H 6.608 1.807 3.759 0.1 -0.2 0.0
H -7.920 3.608 4.872 0.0 0.1 -0.1
H 8.677 -1.190 2.051 0.1 0.1 0.2
H -11.077 4.623 6.057 0.1 -0.1 0.0
H -10.869 3.869 7.603 0.1 0.0 -0.2
H 6.411 0.043 -1.979 -0.8 1.6 0.2
H -0.629 -1.531 0.417 0.5 1.2 -0.9
H -9.208 -3.475 1.106 -0.1 0.1 0.2
H 0.764 1.455 3.234 0.0 -0.1 0.1
H 7.170 -2.535 1.428 -0.2 -0.1 0.0
H -1.861 0.726 -1.311 0.6 -0.2 1.4
H 5.727 1.643 -2.713 0.4 -0.9 1.1
H 4.451 -1.166 0.688 -0.8 0.1 -1.6
H -7.613 0.871 2.974 0.0 0.0 0.1
H -8.118 1.375 0.761 0.0 -0.1 0.1
H -5.216 -7.550 -1.559 0.0 0.1 -0.1
H -5.756 -4.505 -3.231 0.0 -0.2 0.1
H 6.481 1.635 -1.030 -0.8 -0.9 -1.0
H -4.466 2.947 1.054 0.0 0.2 -0.1
H 0.529 -0.119 0.345 -1.0 -0.8 -0.9
```
Positions in Å, forces in eV/Å.

As for the structure (SMILES): C[Si](C)(C)[C@H]1OS(=O)(=O)O[C@@H]1CCCCSc1nnco1.NC(N)=O.NC(N)=O.NC(N)=O.NC(N)=O.NC(N)=O.NC(N)=O.NC(N)=O.NC(N)=O.NC(N)=O.NC(N)=O. For the HOMO-LUMO gap, the calculation gives 9.3 eV. Its HOMO energy is -0.3521 Eh. As for the total charge: 0.

Mulliken population analysis, charges in e, atoms 1 to 2: S -0.361; S 0.936